No. 1
C41H67FN8O8P | wB97M-V/def2-TZVPD

XYZ file:
```
126
Properties=species:S:1:pos:R:3:forces:R:3
C -2.252 2.079 5.581 0.07 -0.19 0.16
C -2.949 0.937 4.897 -0.15 0.08 0.03
O -3.320 1.201 3.508 0.16 -0.06 -0.42
C -2.517 1.969 2.727 -0.12 0.64 -0.04
C -1.270 1.559 2.258 -0.32 0.90 -0.32
C -0.742 0.208 2.616 -0.23 0.51 -0.86
O -0.165 0.016 3.624 0.72 -0.40 1.44
O -0.852 -0.676 1.640 0.04 -0.82 -0.04
C -2.119 -0.871 1.015 0.13 -0.05 -0.48
C -2.976 -1.790 1.831 -0.44 -0.41 -0.58
O -4.228 -1.812 1.131 0.12 0.91 0.27
C -5.196 -2.556 1.741 0.19 -0.37 -0.44
O -5.053 -3.721 1.932 0.30 -0.66 0.32
C -6.398 -1.800 2.133 -0.62 0.30 0.24
C -6.163 -1.010 3.430 0.01 -0.17 -0.27
C -0.533 2.391 1.403 -0.73 0.78 0.22
C 0.793 2.056 0.793 -0.06 -0.13 0.13
O 1.670 1.488 1.752 -0.35 0.51 0.10
C 2.230 0.274 1.474 -0.41 0.01 -0.53
C 3.166 -0.140 2.526 -0.48 -0.22 0.53
O 1.939 -0.342 0.492 0.03 -0.15 -0.34
C -1.139 3.594 1.041 -0.12 -0.17 0.19
F -0.578 4.473 0.211 0.04 -0.51 0.40
N -2.369 3.967 1.455 -0.15 -0.44 0.07
N -2.883 5.205 1.015 0.44 -0.18 -0.36
C -3.083 3.189 2.322 0.78 0.03 -0.31
P -4.740 3.548 3.037 -0.11 -0.54 0.69
C -5.700 2.691 1.740 0.40 0.14 0.16
O -4.900 5.122 2.638 -0.29 0.44 -0.32
H -1.179 1.979 5.537 0.39 0.16 -0.25
H -2.579 3.040 5.211 -0.06 0.30 -0.13
H -2.520 2.042 6.625 -0.07 0.03 0.41
H -2.368 0.031 4.946 0.30 -0.31 -0.15
H -3.891 0.736 5.378 -0.47 -0.02 -0.04
H -1.923 -1.347 0.070 0.25 -0.06 -0.37
H -2.625 0.058 0.788 -0.12 0.38 0.13
H -3.143 -1.439 2.840 0.09 0.16 0.38
H -2.552 -2.785 1.833 0.18 -0.28 0.24
H -7.171 -2.532 2.287 -0.33 -0.26 0.06
H -6.719 -1.142 1.338 -0.02 0.22 -0.29
H -5.337 -1.424 3.989 0.24 -0.14 0.29
H -7.037 -1.052 4.059 -0.30 0.00 0.19
H -5.948 0.024 3.228 0.20 0.48 -0.06
H 0.559 1.424 -0.057 0.42 -0.49 -0.06
H 1.248 2.958 0.423 0.23 0.36 -0.17
H 4.173 -0.039 2.173 0.65 -0.02 -0.14
H 2.997 0.416 3.432 0.14 0.35 0.26
H 2.950 -1.173 2.745 0.21 -0.43 0.02
H -3.849 5.077 0.745 -0.11 0.00 0.27
H -2.365 5.478 0.187 0.13 0.01 0.05
H -5.264 1.708 1.639 -0.09 -0.51 -0.04
H -6.715 2.617 2.092 -0.46 -0.13 -0.05
H -5.657 3.186 0.779 -0.04 0.19 -0.25
H -5.817 5.403 2.742 0.01 0.18 0.17
C -1.001 4.453 -3.185 -0.04 -0.02 0.02
C -0.186 3.529 -4.081 -0.05 0.13 0.10
C -0.728 2.094 -4.116 0.17 0.16 -0.18
C -0.719 1.489 -2.792 -0.11 0.13 -0.46
N -0.722 1.036 -1.742 -0.17 -0.19 0.62
H -0.967 4.122 -2.144 0.00 -0.03 -0.09
H -0.602 5.467 -3.220 0.00 0.03 0.00
H -2.046 4.496 -3.498 -0.01 0.01 -0.04
H 0.852 3.515 -3.745 0.03 -0.05 -0.04
H -0.186 3.912 -5.101 0.00 -0.05 -0.04
H -0.119 1.475 -4.776 -0.05 -0.04 -0.05
H -1.753 2.079 -4.490 -0.02 -0.02 -0.03
C 7.847 0.844 4.801 -0.05 -0.02 0.02
C 7.076 -0.415 5.180 0.07 0.13 -0.02
C 7.323 -1.582 4.216 -0.03 0.05 0.27
C 6.908 -1.258 2.859 0.19 -0.28 0.48
N 6.574 -1.017 1.793 -0.30 0.25 -0.72
H 7.540 1.217 3.822 0.02 -0.02 -0.03
H 7.669 1.636 5.527 0.01 0.01 0.01
H 8.920 0.654 4.769 0.02 0.00 -0.01
H 6.007 -0.199 5.211 -0.03 -0.05 0.01
H 7.364 -0.734 6.182 -0.01 -0.07 0.00
H 6.766 -2.465 4.531 -0.01 -0.03 -0.01
H 8.383 -1.842 4.194 0.02 -0.01 0.00
C -1.881 8.951 -3.548 0.05 -0.03 -0.02
C -1.436 8.555 -4.951 -0.02 0.03 0.12
C -2.606 8.166 -5.863 0.21 0.11 0.01
C -3.343 7.022 -5.339 0.21 0.47 -0.29
N -3.920 6.129 -4.923 -0.32 -0.67 0.40
H -2.373 8.119 -3.041 -0.04 -0.01 -0.02
H -1.025 9.250 -2.945 0.00 0.02 0.00
H -2.579 9.789 -3.578 -0.02 0.01 0.00
H -0.735 7.720 -4.893 0.02 -0.01 -0.05
H -0.903 9.385 -5.415 -0.01 -0.01 -0.06
H -2.246 7.906 -6.859 -0.02 0.02 -0.04
H -3.303 8.998 -5.969 -0.02 0.02 -0.02
C 2.326 -6.329 2.110 -0.07 0.06 -0.07
C 2.324 -5.081 1.230 -0.04 -0.18 0.06
C 3.592 -4.236 1.412 -0.19 0.00 -0.21
C 3.731 -3.791 2.791 0.10 -0.22 -0.49
N 3.830 -3.475 3.885 0.08 0.31 0.73
H 2.349 -6.069 3.169 0.03 0.01 0.00
H 1.428 -6.922 1.937 0.00 -0.01 -0.02
H 3.192 -6.956 1.895 0.01 -0.01 0.01
H 1.449 -4.470 1.461 0.01 0.05 -0.02
H 2.247 -5.362 0.178 0.05 0.04 -0.02
H 3.569 -3.354 0.770 0.03 0.00 -0.02
H 4.479 -4.816 1.152 0.03 0.01 -0.02
C 1.630 -1.697 -6.339 -0.06 0.05 0.05
C 0.272 -2.253 -6.747 0.13 0.02 0.07
C -0.076 -1.937 -8.206 -0.05 -0.24 0.17
C -0.134 -0.502 -8.433 0.04 -0.42 -0.08
N -0.167 0.627 -8.604 -0.05 0.76 0.00
H 1.648 -0.608 -6.422 0.03 -0.02 -0.04
H 1.858 -1.956 -5.307 0.02 -0.02 0.06
H 2.429 -2.097 -6.964 0.01 0.00 -0.04
H -0.506 -1.845 -6.099 -0.03 -0.02 -0.01
H 0.263 -3.335 -6.609 -0.05 -0.04 -0.06
H -1.045 -2.359 -8.476 0.01 -0.05 -0.03
H 0.671 -2.360 -8.879 0.01 -0.02 -0.03
C 4.282 -8.696 -0.218 -0.04 -0.02 0.08
C 3.019 -9.376 -0.730 0.11 0.01 0.10
C 2.793 -9.153 -2.229 -0.07 -0.17 0.17
C 2.644 -7.735 -2.523 0.12 -0.59 -0.05
N 2.547 -6.618 -2.738 -0.12 0.88 -0.09
H 4.230 -7.613 -0.347 0.01 0.00 -0.05
H 4.415 -8.897 0.844 0.03 -0.01 0.02
H 5.170 -9.059 -0.737 0.00 0.00 -0.04
H 2.152 -9.004 -0.181 -0.03 -0.01 0.00
H 3.077 -10.448 -0.541 -0.03 -0.03 -0.06
H 1.891 -9.664 -2.565 0.01 -0.04 -0.03
H 3.632 -9.540 -2.808 0.01 0.00 -0.02
```
Forces are in eV/Å.

Calculated values
Largest force on an atom   0.03235 Eh/bohr
ΔE to the lowest compared entry with this formula, charge and spin   0.0 kcal/mol
E   -83902.9217 eV
LUMO level   -3.73 eV
Gap between HOMO and LUMO   8.29 eV
Spin multiplicity   1
Net charge   +1

---

No. 2
C25H46BO10 | wB97M-V/def2-TZVPD

XYZ file:
```
82
Properties=species:S:1:pos:R:3:forces:R:3
C -2.695 1.739 1.242 -0.05 0.02 0.06
C -2.895 1.341 -0.200 -0.14 -0.14 -0.02
O -3.736 0.543 -0.524 0.16 0.22 -0.02
O -2.142 1.986 -1.127 -0.05 -0.10 -0.01
C -0.758 1.557 -1.224 0.17 0.05 -0.13
C 0.216 2.405 -0.432 -0.11 -0.11 0.18
C 1.671 2.107 -0.804 0.07 0.06 0.00
C 2.663 2.542 0.282 -0.39 0.42 0.30
O 3.907 2.824 -0.250 0.11 -0.50 0.05
B 4.966 2.076 0.570 -0.04 0.52 -0.97
O 4.269 1.848 1.846 -0.24 0.14 0.32
C 2.910 1.634 1.556 0.92 -0.07 -0.11
C 2.657 0.132 1.428 -0.33 -0.16 -0.09
C 3.708 -0.760 1.633 0.03 -0.27 -0.09
C 3.512 -2.134 1.523 -0.12 0.07 -0.02
C 2.261 -2.657 1.210 -0.05 0.16 0.02
C 1.195 -1.784 1.032 0.11 0.25 0.03
C 1.400 -0.411 1.146 0.25 -0.11 0.15
H -1.850 2.400 1.401 0.03 -0.04 -0.06
H -2.601 0.840 1.851 0.00 0.03 0.01
H -3.601 2.262 1.556 0.00 -0.04 0.02
H -0.517 1.622 -2.286 -0.07 0.03 0.02
H -0.702 0.499 -0.955 0.07 -0.03 0.06
H -0.028 3.455 -0.617 0.10 0.01 0.03
H 0.085 2.238 0.640 -0.05 0.03 -0.01
H 1.942 2.708 -1.675 0.00 -0.13 -0.09
H 1.799 1.057 -1.078 0.03 -0.05 0.04
H 2.215 3.477 0.685 0.11 0.00 0.06
H 5.947 2.811 0.655 0.03 -0.20 0.26
H 5.236 1.015 -0.027 0.04 0.00 0.15
H 2.368 2.039 2.418 -0.44 -0.21 -0.12
H 4.688 -0.363 1.860 -0.10 0.05 -0.04
H 4.350 -2.806 1.669 0.01 0.02 0.02
H 2.108 -3.725 1.110 0.06 -0.02 0.02
H 0.202 -2.154 0.804 0.04 -0.06 0.01
H 0.556 0.250 1.040 -0.20 0.13 -0.07
C 4.436 0.026 -2.930 0.03 0.09 0.16
O 5.285 -1.021 -2.514 0.03 -0.17 -0.38
C 4.548 -2.157 -2.113 0.02 0.13 0.19
C 5.426 -3.385 -2.089 -0.05 -0.02 0.09
O 5.668 -3.958 -3.371 0.05 -0.05 0.01
C 6.602 -3.294 -4.200 -0.05 0.02 -0.10
C 8.047 -3.555 -3.836 0.07 0.08 0.01
O 8.439 -2.771 -2.728 -0.10 -0.09 0.09
C 9.583 -3.271 -2.084 0.01 0.07 -0.04
H 3.751 0.317 -2.128 0.02 0.04 -0.01
H 5.057 0.885 -3.172 0.03 0.00 0.07
H 3.865 -0.268 -3.823 -0.04 -0.02 0.04
H 3.706 -2.329 -2.797 -0.01 -0.03 -0.01
H 4.147 -1.990 -1.103 -0.07 -0.02 -0.08
H 4.896 -4.161 -1.532 0.01 -0.01 0.00
H 6.363 -3.170 -1.570 0.01 0.08 -0.04
H 6.408 -2.220 -4.240 0.05 0.01 0.09
H 6.440 -3.711 -5.197 -0.01 0.03 -0.01
H 8.682 -3.304 -4.699 0.01 -0.08 -0.02
H 8.172 -4.623 -3.611 -0.01 -0.01 -0.01
H 9.411 -4.284 -1.700 0.02 -0.01 -0.02
H 9.801 -2.608 -1.249 0.01 0.01 0.00
H 10.449 -3.291 -2.758 0.00 -0.02 0.01
C -7.923 0.859 -1.164 -0.01 -0.11 -0.01
O -7.950 0.607 0.222 -0.06 0.24 0.04
C -6.730 0.976 0.848 -0.08 -0.16 -0.01
C -6.925 1.158 2.334 0.07 -0.03 0.03
O -7.520 2.396 2.699 0.01 0.00 0.04
C -8.917 2.519 2.507 -0.03 0.09 -0.05
C -9.748 1.836 3.568 -0.08 -0.07 -0.03
O -9.818 0.440 3.342 0.16 0.01 0.04
C -10.183 -0.273 4.498 -0.06 -0.01 -0.06
H -7.126 0.294 -1.659 0.02 0.03 -0.01
H -8.885 0.550 -1.571 0.00 -0.02 0.00
H -7.776 1.926 -1.369 0.03 -0.01 -0.01
H -6.351 1.911 0.416 0.02 0.01 0.00
H -5.982 0.194 0.676 0.08 0.08 -0.04
H -5.934 1.179 2.794 -0.01 -0.01 0.02
H -7.476 0.314 2.755 -0.05 0.00 -0.07
H -9.215 2.182 1.511 -0.01 -0.09 0.03
H -9.118 3.591 2.580 -0.01 0.00 -0.03
H -10.765 2.255 3.548 0.01 0.04 0.07
H -9.308 2.039 4.553 0.01 0.02 0.00
H -9.455 -0.123 5.304 -0.02 0.02 0.01
H -10.207 -1.329 4.236 -0.01 0.00 0.00
H -11.176 0.026 4.859 0.01 0.00 0.02
```
Forces are in eV/Å.

Calculated values
Largest force on an atom   0.02138 Eh/bohr
E   -47821.4667 eV
LUMO level   2.19 eV
Gap between HOMO and LUMO   6.37 eV
Spin multiplicity   1
Net charge   -1

---

No. 3
C9H11Cl2F6NO8P3Pt | wB97M-V/def2-TZVPD

XYZ file:
```
41
Properties=species:S:1:pos:R:3:forces:R:3
Pt -0.242 0.862 0.614 -0.53 0.32 -0.11
N 2.233 3.481 -2.318 0.00 0.00 0.04
C 1.372 2.356 -1.768 0.05 0.03 0.09
C 1.178 1.273 -2.821 -0.03 0.01 -0.04
P -0.207 3.257 -1.299 -0.03 -0.05 -0.16
O -1.160 3.064 -2.561 0.00 0.00 0.01
O 0.228 4.666 -1.173 -0.04 0.00 -0.02
O -0.912 2.549 -0.142 0.16 0.15 0.16
P 2.364 1.740 -0.300 0.03 -0.21 -0.06
O 2.595 0.174 -0.566 0.04 0.00 -0.09
O 3.656 2.468 -0.349 -0.07 0.12 0.02
O 1.480 1.827 0.947 0.11 -0.28 0.06
H 2.235 3.501 -3.334 0.02 -0.01 0.00
H 3.181 3.371 -1.915 0.00 0.00 0.02
H 1.787 4.353 -1.943 -0.03 0.01 -0.05
H 0.638 1.667 -3.683 0.01 0.01 0.00
H 0.592 0.455 -2.401 0.00 0.00 -0.01
H 2.136 0.864 -3.147 -0.01 -0.02 0.02
H -1.751 2.300 -2.452 -0.01 -0.02 -0.02
H 3.506 0.018 -0.843 0.01 -0.01 0.02
Cl -0.872 -5.637 4.354 0.00 0.00 -0.01
C -0.514 -4.238 3.438 -0.03 0.00 0.02
C 0.528 -4.263 2.520 0.02 -0.01 -0.03
C 0.796 -3.131 1.794 0.00 0.00 0.06
Cl 2.034 -3.145 0.630 0.02 0.01 0.00
C 0.038 -1.896 1.965 -0.13 -0.20 -0.21
O 0.374 -0.952 1.217 0.26 0.26 0.26
C -1.042 -1.929 2.933 0.01 0.01 0.01
C -1.938 -0.787 3.275 -0.10 0.05 -0.13
O -1.808 0.351 2.923 0.12 0.01 0.08
C -1.288 -3.081 3.626 -0.01 -0.01 0.01
H 1.108 -5.162 2.370 0.00 0.00 0.00
H -2.783 -1.088 3.921 0.02 0.00 0.03
H -2.099 -3.109 4.343 -0.01 0.00 0.00
F -2.138 0.134 0.166 0.14 -0.24 0.07
P -2.520 -0.934 -1.174 0.01 0.10 -0.19
F -2.869 -1.880 -2.389 0.00 0.01 0.04
F -4.035 -0.560 -0.897 0.02 -0.01 0.02
F -2.364 0.371 -2.131 0.00 -0.01 0.02
F -0.936 -1.192 -1.338 -0.03 -0.02 0.01
F -2.581 -2.118 -0.093 -0.01 -0.04 0.06
```
Forces are in eV/Å.

Calculated values
Largest force on an atom   0.01228 Eh/bohr
ΔE to the lowest compared entry with this formula, charge and spin   14.0 kcal/mol
E   -99854.6185 eV
LUMO level (spin up / spin down)   -0.94 / -3.71 eV
Gap between HOMO and LUMO (spin up / spin down)   8.56 / 5.93 eV
Spin multiplicity   2
Net charge   0

---

- E of number 1 (C41H67FN8O8P)?
  -83902.9217 eV

---

- The highest E belongs to which entry?
  C25H46BO10

---

- Among the records above, which one has the highest E?
  C25H46BO10